{"formula": "C4H7NO", "method": "wB97M-V/def2-TZVPD", "species": ["C", "C", "C", "N", "C", "O", "H", "H", "H", "H", "H", "H", "H"], "coordinates": [[0.9096, -0.5929, 1.3124], [0.8438, 0.1531, -0.0062], [0.5558, -0.7003, -1.2251], [-0.4374, 0.1418, -0.6182], [-1.4726, 0.8809, -0.6370], [-1.5594, 1.8533, 0.2720], [0.4880, 0.0000, 2.1334], [1.9596, -0.7744, 1.5620], [0.3930, -1.5718, 1.3103], [-0.6390, 1.9619, 0.6022], [0.9037, -0.3913, -2.2113], [0.3318, -1.7682, -1.1342], [-2.2769, 0.8080, -1.3603]], "de_lowest_ev": 4.502, "homo_lumo_gap_ev": 8.052, "spin_multiplicity": 1, "lumo_energy_ev": 0.8562}